1.
Computed, not measured: a 2-piece molecular cluster, C4H8N2O overall at a distorted geometry, with ωB97M-V with the def2-TZVPD basis set.

Each line ends with the Löwdin charge.
Positions of all 15 atoms, in Å:
C: -1.11 1.98 -0.02  -0.0523
C: -0.27 0.88 0.50  -0.3045
C: 0.24 -0.18 -0.31  -0.1294
N: 0.98 -1.03 0.45  0.0501
C: 0.80 -0.65 1.69  -0.2087
N: -0.06 0.43 1.76  0.0716
H: -0.63 2.54 -0.82  0.0778
H: -1.49 2.73 0.67  0.0728
H: -2.05 1.55 -0.38  0.0842
H: 0.20 0.00 -1.37  0.1035
H: 1.49 -0.77 2.51  0.1141
H: -0.01 0.84 2.68  0.1491
O: 0.95 -2.67 -2.32  -0.0770
H: 0.84 -3.20 -3.13  0.0425
H: 0.12 -2.45 -1.90  0.0062

E_tot in Ha: -341.9312
Spin multiplicity: 1
Highest occupied orbital energy in eV: -8.24
Relative energy (zero: lowest compared OMol25 entry of this formula, charge and spin) in kcal per mole: 45.4


2.
Computed, not measured: ClH3N3P3 as an isolated structure at a distorted geometry, with ωB97M-V with the def2-TZVPD basis set.

Each line ends with the Löwdin charge.
Positions of all 10 atoms, in Å:
N: -0.60 1.56 0.81  -0.6598
N: 1.34 -0.22 0.71  -0.6240
N: -0.71 -0.71 -0.57  -0.5652
P: 0.69 1.04 1.55  0.7468
P: 0.88 -1.24 -0.55  0.6576
P: -1.21 1.03 -0.62  0.2508
Cl: -3.08 0.87 -0.02  0.2112
H: 2.28 -0.42 1.09  0.0213
H: -1.46 -1.36 -0.85  0.0175
H: 1.87 -0.55 -1.55  -0.0562

E_tot in Ha: -1650.3747
Spin multiplicity: 1
Highest occupied orbital energy in eV: -8.84
Relative energy (zero: lowest compared OMol25 entry of this formula, charge and spin) in kcal per mole: 3.2


Number 1: gap between HOMO and LUMO 9.08 eV. Number 2: gap between HOMO and LUMO 8.72 eV.